Record 1
70
Properties=species:S:1:pos:R:3:forces:R:3 method="wB97M-V/def2-TZVPD" e_above_lowest_kj_mol=413.5 lumo_ev=-0.412 e_tot_ha=-37023.0852 gap_ev=8.2 max_force_ha_per_bohr=0.2175
Br -5.3959 1.0498 -3.4129 0.128 0.074 -0.190
C -5.0471 0.0835 -1.7854 0.200 0.170 0.814
C -6.3195 -0.0608 -1.0047 -0.953 -0.277 -0.498
Br -5.9231 -0.9715 0.6521 -0.059 0.007 0.154
H -4.3560 0.6517 -1.1633 0.047 0.211 -0.297
H -4.5791 -0.8705 -1.9958 -0.128 -0.127 -0.312
H -7.0819 -0.6448 -1.5225 0.317 -0.267 -0.021
H -6.8212 0.8848 -0.8180 0.430 0.187 0.373
Br -1.3552 1.6110 0.5318 -0.055 -0.065 0.140
C -1.5325 0.5054 -1.0523 -0.065 -0.244 0.273
C -0.1691 0.0257 -1.4440 0.063 0.356 -0.402
Br -0.3307 -1.3236 -2.8293 -0.242 0.050 -0.255
H -1.9744 1.1467 -1.8030 -0.126 -0.100 -0.220
H -2.1736 -0.3354 -0.8121 -0.198 0.103 0.129
H 0.3918 -0.4077 -0.6273 0.058 -0.092 0.091
H 0.3709 0.8409 -1.9113 0.145 -0.036 0.157
Br 7.3226 0.7098 -2.0630 0.122 -0.038 0.040
C 5.5348 0.6352 -2.8049 -0.110 0.572 -0.215
C 4.6984 1.7922 -2.2731 0.927 0.037 0.391
Br 2.8529 1.2557 -2.1704 -0.004 0.237 -0.148
H 5.0936 -0.3104 -2.5305 0.098 -0.240 0.048
H 5.6688 0.7229 -3.8757 -0.121 -0.257 -0.126
H 4.7975 2.6974 -2.8622 -0.218 -0.091 -0.297
H 5.0727 2.0574 -1.2860 -0.511 -0.153 0.203
Br 3.1028 -4.9418 -3.7348 10.091 3.048 -3.740
C 3.3365 -4.1728 -1.9786 0.540 0.574 0.149
C 2.8539 -2.7531 -2.0029 -0.486 0.236 -1.272
Br 3.0880 -1.9620 -0.2697 0.273 0.182 0.140
H 4.3935 -4.2093 -1.7489 0.141 -0.266 -0.075
H 2.7489 -4.7363 -1.2642 0.465 -0.162 -0.224
H 1.7917 -2.7180 -2.2473 0.244 0.022 0.353
H 3.2998 -2.1488 -2.7922 0.544 0.093 0.364
Br -2.9867 5.9271 -1.1869 0.183 -0.090 -0.095
C -3.7608 4.1890 -0.7920 -0.068 -0.056 0.255
C -4.0251 4.1307 0.6892 -0.264 0.464 0.159
Br -5.0443 2.5445 1.1328 0.020 -0.081 0.016
H -3.0808 3.4015 -1.0979 0.145 0.117 -0.138
H -4.6798 4.1314 -1.3607 -0.092 -0.041 -0.064
H -4.6169 4.9859 1.0014 -0.153 -0.055 -0.009
H -3.1295 4.1330 1.2994 0.192 -0.206 -0.122
Br 1.7281 3.8598 0.2069 0.233 -0.237 -0.175
C 1.5293 4.4474 2.0284 0.301 0.084 0.491
C 0.3279 3.8185 2.6692 -0.570 -0.039 -0.527
Br 0.1363 4.5584 4.4352 -0.140 0.043 0.308
H 1.4614 5.5250 1.9746 -0.211 0.149 0.092
H 2.4080 4.2050 2.6247 0.175 -0.102 -0.377
H 0.3845 2.7404 2.7707 0.320 -0.079 0.057
H -0.5745 4.0250 2.0938 -0.011 0.220 0.189
Br 0.6155 -4.1869 -0.5998 -1.358 -0.389 0.763
C -0.0989 -5.0441 -2.1869 -1.254 -1.230 0.436
C 0.9272 -5.8138 -2.9873 -3.119 0.326 1.549
Br 2.0150 -7.0334 -1.9728 -1.031 -1.320 0.450
H -0.5956 -4.2397 -2.7220 0.360 0.040 -0.454
H -0.9118 -5.6886 -1.8448 0.111 0.092 0.283
H 1.6516 -5.0873 -3.3715 -4.996 -1.047 1.359
H 0.5250 -6.2811 -3.8789 -0.313 -0.400 0.110
C 1.5225 -0.2155 2.6331 -0.102 -0.945 -1.485
C 1.8110 0.4313 3.7916 -0.134 1.376 0.475
C 0.9667 0.2900 4.8782 1.088 0.010 0.662
C -0.0058 -0.6725 4.8398 -0.631 0.536 0.200
C -0.2022 -1.4563 3.7410 0.030 -1.183 -0.941
C 0.5548 -1.2125 2.6088 0.125 0.021 0.081
N -0.9623 -0.7699 5.9462 -0.597 -1.183 -0.124
O -1.9348 -1.5129 5.8058 0.819 0.680 0.074
O -0.7199 -0.1279 6.9338 -0.069 0.389 0.611
H 2.0299 -0.0162 1.6932 0.279 0.110 0.264
H 2.5902 1.1812 3.8368 0.087 -0.061 -0.022
H 1.1941 0.8495 5.7722 -0.401 0.067 0.112
H -0.8595 -2.3152 3.7892 -0.287 0.324 -0.056
H 0.4502 -1.8037 1.7075 -0.224 -0.049 0.069

=====

Record 2
8
Properties=species:S:1:pos:R:3:forces:R:3 method="wB97M-V/def2-TZVPD" e_above_lowest_kj_mol=325.9 lumo_ev=-0.182 e_tot_ha=-332.3337 gap_ev=9.3 max_force_ha_per_bohr=0.0420
C -1.5420 -0.1809 -0.0041 0.361 1.131 0.631
C 2.4763 -0.2544 -0.5357 0.110 -2.126 -0.381
N -1.1395 0.7597 0.7211 0.079 -1.165 1.154
F -1.2782 -1.4661 0.2042 0.012 -0.669 0.208
F 2.8229 0.8767 -0.0960 0.560 1.949 0.737
H -2.1633 -0.0428 -0.8655 -0.113 0.074 -0.546
H 1.5160 -0.0586 -1.0279 -0.685 0.184 -0.356
H -0.6921 0.3664 1.6038 -0.323 0.622 -1.448

=====

Record 3
45
Properties=species:S:1:pos:R:3:forces:R:3 method="wB97M-V/def2-TZVPD" e_above_lowest_kj_mol=0.0 lumo_ev=-3.885 e_tot_ha=-3583.7209 gap_ev=7.6 total_charge=+1 max_force_ha_per_bohr=0.0630
Ga -0.3040 -0.0396 1.4218 -1.173 -1.629 0.188
S 3.6968 1.4302 1.4218 -0.122 0.397 -0.001
C 3.9128 -0.2773 1.4218 0.367 -0.586 -0.004
C 5.1036 -1.0227 1.4218 -0.352 -0.377 -0.002
C 5.0103 -2.4182 1.4218 0.400 0.769 -0.001
C 3.7709 -3.0506 1.4218 -0.894 0.449 -0.007
C 2.5918 -2.2980 1.4218 0.238 -0.096 -0.014
C 2.6585 -0.8900 1.4218 0.317 -1.889 -0.003
N 1.5773 -0.0253 1.4218 3.036 1.135 0.044
C 1.9983 1.2191 1.4218 0.953 0.675 0.003
C 1.0465 2.3158 1.4218 -0.721 1.336 0.005
C 1.3554 3.6810 1.4218 0.118 0.084 0.001
C 0.3291 4.6304 1.4218 0.068 -0.324 -0.001
C -1.0043 4.2210 1.4218 0.172 0.006 -0.014
C -1.3135 2.8621 1.4218 0.378 -0.042 -0.048
C -0.2897 1.9157 1.4218 0.265 0.162 -0.013
H 6.0712 -0.5305 1.4218 -0.157 -0.059 0.002
H 5.9197 -3.0156 1.4218 -0.172 0.178 0.003
H 3.7145 -4.1366 1.4218 -0.015 0.235 0.006
H 1.6223 -2.7860 1.4218 0.171 0.064 0.020
H 2.3850 4.0276 1.4218 -0.044 -0.056 0.002
H 0.5707 5.6906 1.4218 0.001 -0.228 0.003
H -1.8015 4.9601 1.4218 0.148 -0.097 0.012
H -2.3474 2.5303 1.4218 0.132 0.141 0.084
C -2.2872 1.1818 -3.4718 0.149 0.005 -0.225
C -3.1971 0.6223 -2.3956 -0.278 0.238 -0.528
N -2.5218 0.5789 -1.1075 0.102 -0.355 0.578
C -2.5716 -0.4186 -0.2016 -0.319 -0.977 -1.490
S -2.5740 -0.0396 1.4218 -2.861 0.105 1.484
N -2.5964 -1.7135 -0.5696 0.276 0.730 0.544
C -2.1409 -2.3082 -1.8152 -0.216 -0.214 -0.513
C -1.2972 -3.5435 -1.5519 0.136 -0.114 0.228
H -2.8180 1.2440 -4.4266 0.079 0.020 0.152
H -1.4043 0.5497 -3.6095 -0.111 0.053 0.001
H -1.9389 2.1859 -3.2075 -0.073 -0.128 -0.042
H -3.5910 -0.3557 -2.6769 0.167 0.053 0.214
H -4.0622 1.2830 -2.2690 0.008 -0.136 -0.080
H -2.4464 1.4829 -0.6542 0.058 -0.126 -0.092
H -2.6981 -2.3460 0.2164 0.054 0.135 -0.116
H -1.5522 -1.5850 -2.3850 -0.189 0.083 0.109
H -3.0292 -2.5843 -2.3912 0.196 0.034 -0.220
H -0.4119 -3.2911 -0.9587 -0.102 -0.003 -0.097
H -0.9652 -3.9886 -2.4947 -0.121 0.083 0.149
H -1.8661 -4.2971 -0.9972 0.053 0.058 -0.117
H -0.3040 -1.6501 1.4218 -0.119 0.208 -0.204

=====

Record 4
22
Properties=species:S:1:pos:R:3:forces:R:3 method="wB97M-V/def2-TZVPD" e_above_lowest_kj_mol=343.5 lumo_ev="-6.271 / -4.617" e_tot_ha=-595.2123 gap_ev="5.8 / 8.2" total_charge=+1 max_force_ha_per_bohr=0.1174
C -3.5331 0.1490 -0.1257 -3.473 -1.885 -0.753
C 2.9484 -0.8199 -0.1419 -1.485 0.110 -3.655
C 0.5281 1.6168 -1.1034 4.086 -4.403 0.619
C -2.7120 -0.9255 0.3953 -0.571 1.500 1.788
C 1.4184 -1.0090 -0.1785 -0.444 -0.297 -4.382
N 1.1688 0.7813 1.5913 -0.253 -0.655 -0.964
P 0.2858 0.3354 0.2478 0.507 -0.460 -0.222
H -4.6439 -0.2911 -0.0253 1.886 1.198 0.298
H -3.4106 0.9880 0.4573 -0.486 1.979 1.801
H -3.5651 0.5308 -1.1546 1.075 -0.894 -0.023
H 3.1622 -0.2081 -1.0226 0.498 -0.345 -0.282
H 3.1827 -0.1560 0.5843 1.117 1.394 2.844
H 3.5266 -1.7388 -0.1903 -0.217 0.047 0.257
H 1.4073 2.1762 -0.6933 -0.738 -0.171 -1.024
H -0.3399 2.1038 -1.1636 -3.081 2.335 -0.799
H 0.7606 0.8624 -1.9962 -0.432 2.211 1.588
H -2.0990 -1.3448 -0.2696 2.253 -2.395 -2.269
H -2.8417 -1.3938 1.4041 0.128 0.835 -1.042
H 1.2617 -1.7697 0.4633 -1.233 -2.687 2.363
H 1.0036 -1.4535 -1.2247 1.164 1.003 2.198
H 0.9042 1.5856 2.0856 -0.137 0.854 1.259
H 1.5869 -0.0188 2.0606 -0.163 0.727 0.400